# 1
Computed, not measured: a cluster of 2 separate species, C6H12N2O in total at a distorted geometry, with ωB97M-V/def2-TZVPD.

Summary:
**DFT total energy**: -420.35140 a.u.
**Highest occupied orbital energy (spin up / spin down)**: -6.577 / -6.581 eV
**Charge**: 0
**HOMO-LUMO gap (spin up / spin down)**: 6.04 / 6.05 eV

Each line ends with the Mulliken charge.
Positions of all 21 atoms, in Å:
1 C 0.504674 -2.342116 0.471125  -0.9030
2 C -0.983676 -0.588996 -0.544350  0.4008
3 O 0.447608 -1.026303 -0.079253  -0.3412
4 N -1.394407 -1.362909 -1.560434  -0.9911
5 H -2.412612 -1.356560 -1.600129  0.1995
6 H -1.600731 -0.574205 0.395691  0.3202
7 H 1.556910 -2.591309 0.611040  0.2649
8 H 0.061096 -3.074450 -0.202327  0.3391
9 H -0.027444 -2.410043 1.427669  0.3166
10 C 2.089653 1.175962 0.162206  -1.1697
11 C 0.891076 0.677266 0.847273  0.8790
12 C -0.742133 0.914487 -0.924592  -0.4149
13 C -1.541266 1.920001 -0.538857  -0.6796
14 N 0.378926 0.749630 1.943338  -0.4828
15 H -0.496531 0.268149 2.152205  0.3272
16 H -0.091130 1.026798 -1.787151  0.3802
17 H 2.285856 0.576447 -0.723689  0.3165
18 H 2.939484 1.125806 0.848046  0.3751
19 H 1.925389 2.214437 -0.128191  0.3402
20 H -2.248576 1.801041 0.276781  0.2486
21 H -1.542165 2.876869 -1.046400  0.2741

Forces on the atoms, in the same order (eV/Å):
0.2 0.0 0.2
-0.1 0.3 0.0
-0.6 0.9 -0.2
0.2 0.3 0.1
0.2 -0.2 0.1
0.2 0.0 0.0
0.0 0.0 0.1
-0.1 0.3 -0.2
0.1 0.2 0.0
0.0 0.0 -0.4
-0.1 -1.1 1.5
-0.3 -0.2 -0.1
0.4 -0.4 -0.2
0.0 0.0 -1.2
0.2 0.0 0.1
0.0 0.1 -0.1
0.0 0.1 0.0
-0.2 -0.1 0.0
0.0 -0.1 0.0
0.0 0.0 0.0
0.0 0.0 0.0

# 2
Computed, not measured: a structure of composition C4H9Cl2O2P at a distorted geometry, with ωB97M-V/def2-TZVPD.

Summary:
**DFT total energy**: -1569.99725 a.u.
**Highest occupied orbital energy**: -9.340 eV
**Charge**: 0
**HOMO-LUMO gap**: 9.97 eV

Each line ends with the Mulliken charge.
Positions of all 18 atoms, in Å:
1 C -0.512007 -0.093144 1.476735  -1.0313
2 C -0.188562 -1.571730 -2.013433  -0.5828
3 C 0.497672 1.144285 -1.521887  -0.4619
4 C 0.821384 -0.286130 0.990630  0.1814
5 O 2.324803 -0.758600 -1.502042  -0.7378
6 O 1.601651 0.857468 1.113095  -0.5726
7 P 0.956353 -0.490471 -1.073707  0.5382
8 Cl -0.244701 -2.939346 -0.949679  -0.1835
9 Cl 0.248723 0.984109 -3.246031  -0.1717
10 H -0.967178 -0.913997 2.009984  0.3033
11 H -0.648123 0.837142 2.073087  0.3207
12 H -1.246901 0.092777 0.624954  0.1872
13 H -1.221985 -1.296429 -2.094526  0.3885
14 H 0.478152 -1.788230 -2.891522  0.3998
15 H -0.310992 1.525866 -0.878230  0.3788
16 H 1.300740 1.851202 -1.534093  0.3116
17 H 1.277630 -1.227785 1.398991  0.3458
18 H 2.487935 0.775936 0.637379  0.3862

Forces on the atoms, in the same order (eV/Å):
-4.0 1.9 -0.4
1.4 0.3 0.3
-0.5 1.3 0.3
2.5 -2.5 -3.2
1.7 -0.6 -0.1
1.8 0.7 -0.3
-0.6 0.1 2.7
-0.1 -2.1 0.9
-1.1 0.5 -1.4
0.3 -0.3 0.3
0.5 -0.7 -0.1
0.7 -0.2 0.8
-0.1 0.6 -0.9
-1.4 0.1 0.5
-0.1 0.0 -0.9
0.6 0.2 0.9
0.0 1.0 -0.3
-1.7 -0.3 0.9